No. 1
26
Properties=species:S:1:pos:R:3:forces:R:3:lowdin_charge:R:1 method="wB97M-V/def2-TZVPD" fmax_ha_per_bohr=0.0854 gap_ev=11.2 e_tot_ha=-1694.3481
C -0.8772 1.9684 -0.5845 -0.157 -0.800 -4.050 -0.0578
C -1.1577 0.4719 -0.7779 -3.460 1.063 2.489 -0.3827
C -2.7267 0.4359 -0.8637 0.277 -0.945 2.641 -0.0740
C -0.6338 -0.4833 0.2582 1.283 0.151 0.729 -0.1695
C 0.8961 -0.5581 0.4086 0.327 -0.151 -1.015 -0.6290
C 1.7288 -0.1532 -0.8602 0.027 -0.972 1.005 -0.0479
C 1.3765 0.3142 1.5265 2.366 1.353 -1.141 -0.1027
C 1.2678 -2.0184 0.8056 -0.890 -1.022 0.445 -1.4524
Cl 2.9445 -2.3727 1.0150 1.532 0.276 0.133 0.6388
Cl 0.7347 -3.3065 -0.3546 -0.378 0.583 -0.004 0.5804
Cl 0.5495 -2.4268 2.4404 -0.347 0.035 -0.563 0.5847
H -1.0279 2.3205 0.3679 -0.121 0.608 2.423 0.0458
H -1.6599 2.5427 -1.2614 2.122 -0.846 1.078 0.1222
H 0.1658 2.0146 -0.9273 -0.331 1.308 0.193 0.0644
H -0.8336 0.1408 -1.7068 0.779 -0.372 -1.850 0.1058
H -3.1982 -0.5250 -0.9562 0.073 -0.687 -0.253 0.0693
H -2.9600 1.0253 -1.6523 -0.833 1.395 -3.060 0.0176
H -3.3480 0.9622 -0.0896 1.235 -0.474 0.221 0.1009
H -0.9614 -0.3123 1.2867 -0.702 0.089 -0.301 0.1211
H -0.8534 -1.4823 -0.0313 -1.147 -0.704 -0.244 0.0564
H 1.3694 -0.4226 -1.8364 -0.474 -0.695 -0.206 0.0798
H 1.9072 0.9018 -0.9383 0.120 0.557 0.467 0.0707
H 2.6608 -0.6700 -0.6521 0.447 0.398 -0.702 0.0357
H 2.4839 0.1599 1.6581 -0.827 0.664 -0.369 0.0920
H 1.1359 1.3548 1.2483 0.389 -0.321 0.294 0.0985
H 1.0168 0.1183 2.4773 -1.306 -0.492 1.640 0.0317

=====

No. 2
50
Properties=species:S:1:pos:R:3:forces:R:3:lowdin_charge:R:1 method="wB97M-V/def2-TZVPD" fmax_ha_per_bohr=0.0642 gap_ev=8.8 e_tot_ha=-1588.5976
O -0.7742 -0.4678 4.1053 -0.974 -0.441 2.630 0.0842
C -0.2387 -0.2452 3.0669 -0.448 -0.439 -1.653 -0.4268
N -0.7962 -0.8477 1.9234 1.988 1.563 -0.074 0.1068
C -1.7757 -1.9367 1.9436 0.628 0.223 0.768 -0.2397
C -1.1241 -3.2463 2.4793 -0.543 -0.162 1.474 -0.1286
C -1.0852 -4.2235 1.3374 0.723 -0.970 0.249 -0.2182
C -1.1971 -3.3933 0.1167 0.402 0.958 -0.881 -0.1670
C -2.1831 -2.2863 0.5079 0.942 0.627 -0.659 -0.2355
C -2.2518 -1.0756 -0.4625 -0.339 -0.269 0.446 -0.1728
O -0.9969 -0.4442 -0.7744 -0.189 -0.342 -0.241 -0.0848
C 0.9889 0.7166 3.0852 0.352 -0.364 -0.230 -0.2163
C 0.6157 2.1321 2.6309 0.254 -0.452 -0.623 -0.1216
C 0.2240 2.1067 1.1450 0.303 -0.204 0.570 -0.1323
N 1.2405 1.4123 0.3094 -0.286 1.616 -2.340 -0.0060
C 1.1803 1.7006 -1.0735 1.091 -1.400 0.867 -0.3221
N 1.9354 1.1888 -2.0117 0.688 -0.565 1.470 0.1957
C 1.5424 1.7914 -3.1815 0.115 -0.683 -0.349 -0.2576
C 1.9523 1.6015 -4.4926 -0.386 0.532 -1.236 -0.0120
C 1.2889 2.3009 -5.5460 0.197 -0.230 1.716 -0.6586
Cl 1.7540 2.0737 -7.2056 0.073 -0.092 0.209 0.6472
C 0.2469 3.2076 -5.2646 0.571 -0.770 1.949 -0.0998
C -0.1329 3.3827 -3.8991 0.842 -0.933 -0.100 0.0276
C 0.5125 2.6229 -2.8942 -1.606 2.014 -2.061 -0.2167
O 0.2547 2.5753 -1.5527 -0.407 0.459 0.798 0.1201
C 1.9285 0.1811 0.7354 -0.329 0.126 -0.051 -0.1513
C 2.1559 0.2032 2.2393 0.197 -0.182 -0.385 -0.1408
H -0.3122 -0.6544 1.0461 -0.681 -0.267 0.430 0.0731
H -2.6491 -1.6226 2.5375 0.432 -0.091 -0.079 0.1523
H -0.1386 -3.1174 2.9334 -0.037 0.532 -0.294 0.1155
H -1.6979 -3.6941 3.2972 -0.151 0.292 0.000 0.1140
H -1.9067 -4.9213 1.4063 -0.361 -0.276 -0.025 0.1093
H -0.1632 -4.8150 1.3402 -0.169 -0.028 0.017 0.1173
H -0.2063 -2.9347 -0.0885 -0.521 -0.203 -0.218 0.1289
H -1.5318 -3.9729 -0.7336 0.078 0.058 -0.436 0.1178
H -3.1770 -2.7299 0.5540 -0.207 0.122 -0.129 0.1508
H -2.9173 -0.3580 -0.0081 -0.230 0.531 0.301 0.1156
H -2.7542 -1.3952 -1.3586 -0.016 -0.277 -0.646 0.1135
H -1.1113 0.1831 -1.5104 -0.100 -0.487 0.431 0.1043
H 1.3544 0.7727 4.1404 -0.694 -0.335 -0.733 0.1551
H -0.1977 2.5146 3.2428 -0.212 0.037 -0.119 0.1223
H 1.4583 2.8291 2.7534 -0.029 -0.364 0.082 0.1243
H 0.1356 3.1432 0.8457 0.081 0.078 -0.493 0.1190
H -0.7573 1.6452 1.0344 -0.077 -0.135 -0.095 0.1117
H 2.7616 0.9141 -4.6544 0.168 -0.132 -0.415 0.1089
H -0.2298 3.7208 -6.0775 -0.194 0.255 -0.013 0.0916
H -0.8900 4.0667 -3.5948 -0.575 0.433 -0.108 0.1008
H 2.9343 0.0449 0.2691 -1.077 0.351 -0.122 0.1381
H 1.2766 -0.6672 0.4809 0.624 -0.013 -0.292 0.0973
H 2.4359 -0.8319 2.4794 -0.013 0.302 0.354 0.1272
H 3.0185 0.8494 2.3977 0.102 -0.003 0.338 0.1178

=====

No. 3
11
Properties=species:S:1:pos:R:3:forces:R:3:lowdin_charge:R:1 method="wB97M-V/def2-TZVPD" fmax_ha_per_bohr=0.1491 gap_ev=9.3 e_tot_ha=-3070.3497
C -0.4235 0.3185 1.3792 1.040 -1.584 3.002 -0.2689
P 0.5852 -0.3947 0.1295 2.512 -6.562 -2.680 0.4926
C -0.2728 0.0821 -1.4645 -1.424 -0.474 2.770 -0.2466
O 0.9039 -2.3020 0.1226 -1.399 7.533 0.283 -0.5747
Br 2.5614 0.7074 -0.0687 -0.974 -0.390 0.470 0.3047
H 0.1841 0.6782 2.2474 -0.453 0.178 -0.964 0.0760
H -1.0348 1.0129 0.9144 -1.057 1.719 -0.500 0.0131
H -1.0477 -0.4606 1.8567 0.212 0.092 -0.588 0.0761
H -0.8869 1.0112 -1.3754 0.520 -0.752 0.157 0.0599
H 0.3518 0.1676 -2.2997 0.986 -0.343 -1.069 0.0140
H -0.9206 -0.8206 -1.4414 0.037 0.583 -0.882 0.0538

=====

No. 4
107
Properties=species:S:1:pos:R:3:forces:R:3:lowdin_charge:R:1 method="wB97M-V/def2-TZVPD" fmax_ha_per_bohr=0.0404 gap_ev=9.5 e_tot_ha=-2008.7024
O -1.4939 2.6385 -3.4377 0.484 -0.105 0.226 -0.0779
H -0.5197 2.6687 -3.2923 -0.501 0.133 -0.102 -0.0026
H -1.7667 3.5612 -3.4320 -0.014 -0.089 -0.012 0.0382
O -2.1673 -0.3290 -2.6908 0.254 0.123 0.065 -0.0785
H -1.3168 -0.6980 -2.3867 -0.275 0.287 -0.116 0.0008
H -2.0192 0.6202 -2.8504 0.036 -0.343 -0.005 -0.0001
O 3.2834 -1.0631 -1.8564 0.009 -0.175 0.448 -0.0412
H 3.8070 -1.6534 -2.4136 -0.027 0.145 0.054 0.0626
H 3.3115 -1.4741 -0.9734 0.195 -0.036 -0.246 0.0573
O -1.3552 1.3974 3.2566 0.089 -0.938 0.256 -0.0568
H -0.6781 2.0806 3.3464 -0.354 0.189 0.147 0.0296
H -2.0999 1.8496 2.8440 0.202 -0.323 0.363 0.0268
O 1.2669 3.0596 -3.3579 0.356 -0.314 -0.062 -0.0588
H 1.5797 2.6121 -4.1544 -0.059 0.112 0.118 0.0612
H 1.9695 2.9259 -2.6918 -0.177 0.315 0.023 0.0229
C 1.3565 -2.5300 -5.8986 -0.488 -0.269 -1.010 -0.2336
C 2.3135 -2.6845 -4.7511 -0.148 -0.224 0.461 -0.2564
O 2.1462 -3.9744 -4.1451 -0.299 0.227 -0.017 -0.0619
O 1.5594 -3.4008 -7.0296 0.546 0.241 0.822 -0.0649
H 1.3487 -1.4983 -6.2669 0.301 -0.031 0.083 0.1190
H 0.3393 -2.7085 -5.5313 0.160 -0.079 0.191 0.1253
H 2.0124 -1.8599 -4.0940 0.248 -0.181 0.326 0.1050
H 3.3867 -2.6228 -4.9643 -0.128 0.534 -0.584 0.1218
H 2.4250 -3.9168 -3.2275 -0.074 -0.079 0.019 0.0737
H 2.2946 -3.9710 -6.7726 -0.212 -0.148 -0.288 0.0758
C 4.3280 0.4830 1.2112 -0.472 -1.519 -0.376 -0.2101
C 5.5110 -0.4329 1.1157 1.283 -0.416 1.231 -0.2370
O 5.1201 -1.7322 0.6696 -0.445 0.370 -0.643 -0.0646
O 4.0414 1.0900 -0.0318 0.055 1.157 0.060 -0.0858
H 4.4797 1.1977 2.0158 -0.015 0.494 -0.427 0.1334
H 3.4796 -0.1555 1.4990 0.016 0.196 0.161 0.1036
H 5.9720 -0.5722 2.1055 -0.300 0.234 0.068 0.1231
H 6.3163 0.0252 0.5283 -0.268 -0.145 -0.429 0.1272
H 5.8496 -2.3458 0.7736 0.113 0.011 0.005 0.0899
H 4.0421 0.4869 -0.7864 -0.003 -0.405 0.210 0.0672
C -1.7485 3.5914 1.0471 -0.538 -1.468 0.613 -0.0478
C -0.5416 4.1014 1.8333 -0.640 0.984 -0.802 -0.4582
C -0.2968 5.5702 1.4969 0.752 0.184 -0.337 -0.0548
O -0.7882 3.9344 3.2414 -0.047 0.618 -0.517 -0.0695
H -1.6475 3.3735 -0.0156 0.362 0.603 -0.054 0.0830
H -2.6587 4.1702 1.2318 0.243 0.420 -0.164 0.0952
H -2.0006 2.5967 1.4465 0.126 0.296 -0.476 0.0501
H 0.3524 3.5258 1.5970 -0.013 -0.070 0.060 0.1213
H 0.6214 5.9200 1.9753 -0.187 0.092 0.180 0.0745
H -1.1221 6.2428 1.7373 -0.096 -0.260 0.358 0.0822
H -0.1354 5.7194 0.4236 -0.002 -0.326 0.001 0.0823
H -1.7101 4.2161 3.3392 0.243 -0.026 0.453 0.1056
C 0.6671 -2.8640 5.1566 -0.756 -0.298 0.159 -0.0515
C 0.5794 -1.5310 4.4277 1.281 -0.069 -1.131 -0.4664
C 1.7222 -1.4237 3.3896 0.120 0.626 0.128 -0.0736
O -0.6332 -1.4766 3.6809 -0.076 0.184 0.521 -0.0744
H 0.5132 -2.7392 6.2284 -0.134 -0.148 -0.019 0.0730
H 1.5660 -3.4636 5.0155 0.315 0.480 -0.124 0.0718
H -0.1324 -3.4824 4.7384 -0.097 0.021 0.287 0.0830
H 0.6247 -0.6691 5.0964 0.004 -0.130 0.246 0.1345
H 1.7297 -0.4337 2.9181 -0.419 -0.096 -0.150 0.0543
H 1.5371 -2.1849 2.6324 0.137 -0.003 -0.093 0.0848
H 2.7492 -1.5052 3.7615 -0.208 -0.405 0.381 0.0749
H -0.8310 -0.5351 3.5555 -0.262 -0.046 -0.030 0.0334
C -2.4481 -3.9065 -1.4964 0.661 0.650 -0.364 -0.0547
C -3.6533 -4.5955 -2.1242 1.325 -1.148 -0.673 -0.4749
C -3.3056 -5.3396 -3.4123 0.060 -0.315 -0.299 -0.0723
O -4.1612 -5.5319 -1.1709 -0.838 0.442 0.032 -0.0608
H -1.6823 -3.4727 -2.1530 -0.719 0.204 -0.591 0.0761
H -1.7889 -4.6029 -0.9692 -0.612 -0.200 0.517 0.0829
H -2.8013 -3.0858 -0.8758 0.244 -0.197 0.414 0.0581
H -4.4180 -3.8873 -2.4352 -0.309 0.044 0.729 0.1365
H -4.0956 -6.0382 -3.6990 -0.272 0.307 0.062 0.0752
H -2.4230 -5.9851 -3.3385 0.208 0.341 0.200 0.0775
H -3.1654 -4.6234 -4.2245 0.155 -0.116 -0.028 0.0792
H -3.4758 -6.1866 -1.0146 0.103 0.023 -0.020 0.0802
C -4.9274 -1.6805 2.4018 1.168 -1.080 1.337 -0.0754
C -6.4378 -1.7492 2.6218 1.443 0.397 -0.426 -0.4853
C -6.8333 -1.5781 4.0827 -0.217 -0.831 -0.860 -0.0538
O -7.0206 -0.6342 1.9256 -0.314 -0.362 0.083 -0.0638
H -4.3673 -2.4988 2.8922 -0.720 -0.303 0.011 0.0839
H -4.4430 -0.8665 2.9516 -0.313 0.619 -0.729 0.0802
H -4.5928 -1.8309 1.3736 -0.281 0.719 -0.188 0.0706
H -6.7361 -2.7078 2.1808 -0.541 0.117 0.192 0.1330
H -7.8791 -1.8810 4.1490 -0.152 0.602 0.280 0.0772
H -6.6393 -0.5351 4.3138 -0.259 -0.003 0.404 0.0831
H -6.3029 -2.2593 4.7466 0.307 0.130 -0.067 0.0784
H -6.5821 -0.5680 1.0726 -0.059 -0.001 -0.061 0.0790
C 0.4349 1.0640 -0.2727 -1.292 -0.364 -0.307 -0.0176
C 0.0765 -0.4058 -0.1054 1.086 -0.889 1.234 -0.4590
C -1.2840 -0.6238 0.5221 -1.214 -0.591 -0.002 -0.0452
O 0.3206 -1.1906 -1.2762 -0.620 0.190 -0.283 -0.0591
H 0.3612 1.5553 0.6975 0.336 -0.044 0.046 0.0673
H -0.3586 1.5058 -0.8817 0.295 0.249 -0.302 0.0734
H 1.4105 1.1771 -0.7329 0.113 0.221 0.057 0.0620
H 0.7771 -0.7885 0.6635 -0.051 -0.039 -0.197 0.1138
H -2.1152 -0.0645 0.0784 0.472 0.938 0.302 0.0832
H -1.1369 -0.5336 1.6002 -0.450 0.715 -0.314 0.0456
H -1.8091 -1.5884 0.4754 1.228 -0.555 -0.425 0.0710
H 1.2386 -1.0570 -1.5366 -0.003 0.085 -0.175 0.0396
C 3.4954 5.6692 -1.9342 -1.309 -0.128 -0.335 -0.0561
C 3.8814 4.5981 -0.9344 1.339 0.471 0.308 -0.4771
C 3.7059 5.1002 0.5350 0.021 -0.408 -1.304 -0.0288
O 3.1789 3.4019 -1.2075 -0.555 -0.410 0.110 -0.0942
H 4.0846 6.5828 -1.9707 0.396 -0.213 0.425 0.0817
H 2.4790 5.9792 -1.6572 0.019 0.078 -0.172 0.0807
H 3.4137 5.2990 -2.9590 0.197 -0.195 0.111 0.0760
H 4.9430 4.3437 -1.0452 0.071 0.201 -0.148 0.1294
H 3.0048 4.4020 0.9904 0.198 0.134 0.510 0.0690
H 3.3004 6.1090 0.5535 -0.125 0.022 0.099 0.0667
H 4.7003 5.1168 0.9726 -0.207 -0.125 0.570 0.0704
H 3.5373 2.6663 -0.6576 -0.209 0.505 -0.273 0.0555